1.
The following is a quantum chemistry calculation of the ion C6H10N with charge +1 at a distorted geometry, from the Open Molecules 2025 dataset.

Structure (XYZ):
```
17
C6H10N, DFT the ωB97M-V functional and the def2-TZVPD basis
C -0.865 -0.500 -0.203
C -2.722 -1.307 1.172
C -0.484 1.792 -1.189
C 0.644 1.255 -0.421
C 0.557 -0.290 -0.507
C 1.519 -1.037 0.413
N -1.692 -0.952 0.523
H -3.055 -0.702 2.001
H -3.225 -2.226 0.923
H -0.674 1.420 -2.183
H -1.054 2.642 -0.858
H 1.593 1.605 -0.849
H 0.619 1.577 0.622
H 0.729 -0.590 -1.547
H 1.624 -2.074 0.107
H 1.184 -1.011 1.447
H 2.496 -0.565 0.361
```

Output
**HOMO energy (alpha / beta)**: -12.82 / -13.87 eV
**Orbital gap (alpha / beta)**: 0.241 / 0.334 Eh
**LUMO energy (alpha / beta)**: -0.23066 / -0.17590 Eh
**Net charge**: +1

Atomic partial charges in e from the Löwdin method, atoms 1 to 5:
1 C 0.10
2 C 0.14
3 C 0.13
4 C -0.22
5 C -0.33


2.
The following is a quantum chemistry calculation of a structure of composition C4H5O2Tm at a distorted geometry, from the Open Molecules 2025 dataset.

Structure (XYZ):
```
12
C4H5O2Tm, DFT the ωB97M-V functional and the def2-TZVPD basis
H 2.170 0.355 1.779
C 1.590 1.370 0.807
C 0.933 0.212 1.256
O -0.127 -0.054 1.747
Tm -1.426 -2.089 2.623
H 2.194 1.268 -0.100
O -0.376 3.328 -0.256
C 0.561 2.971 0.459
C 1.413 3.251 1.475
H -0.854 2.606 -0.717
H 1.020 3.176 2.497
H 2.299 3.862 1.279
```

Output
**HOMO energy (alpha / beta)**: -18.94 / -21.87 eV
**Orbital gap (alpha / beta)**: 0.211 / 0.300 Eh
**2S+1**: 4
**LUMO energy (alpha / beta)**: -0.48482 / -0.50406 Eh
**Net charge**: +3

Atomic partial charges in e from the Löwdin method, atoms 1 to 5:
1 H 0.27
2 C 0.07
3 C -0.31
4 O -0.09
5 Tm 1.89


Energy relative to the best compared isomer or geometry (same formula, charge and spin) for every record listed, in sequence, given in kcal per mole: 73.8; 92.8.
E for every record listed, in sequence, given in eV: -7863.1495; -37812.2451.